No. 1
The following is a quantum chemistry calculation of one molecule with the formula C5H6N2O2 in a non-equilibrium geometry, from the OMol25 dataset.

Calculated values
orbital gap = 9.1617 eV
SMILES = CC(=O)Nc1ncco1
relative energy (zero: lowest compared OMol25 entry of this formula, charge and spin) = 69.9 kcal/mol

Cartesian coordinates (Å):
O1 -0.59 -1.66 -1.76
O2 -0.62 1.93 0.34
N1 0.36 0.26 -0.91
N2 -1.09 -0.08 1.01
C1 0.40 -1.17 -1.30
C2 -1.72 0.82 1.88
C3 -0.45 0.60 0.23
C4 1.71 -1.75 -1.03
C5 -1.37 2.03 1.40
H1 1.88 -2.64 -1.46
H2 0.78 0.96 -1.65
H3 2.73 -1.03 -1.34
H4 1.95 -1.77 0.23
H5 -1.54 3.16 1.70
H6 -2.44 0.34 2.68

---

No. 2
The following is a quantum chemistry calculation of one molecule with the formula C5H6N2O2 in a non-equilibrium geometry, from the OMol25 dataset.

Calculated values
orbital gap = 9.2858 eV
SMILES = CC(=O)Nc1ncco1
relative energy (zero: lowest compared OMol25 entry of this formula, charge and spin) = 61.7 kcal/mol

Cartesian coordinates (Å):
O1 1.51 -1.34 0.01
O2 -3.00 -1.02 -0.08
N1 -0.71 -1.02 -0.05
N2 0.91 0.76 -0.14
C1 0.56 -0.49 0.02
C2 -1.97 1.15 0.07
C3 -2.02 -0.36 -0.04
C4 2.67 -0.65 0.03
C5 2.34 0.75 -0.07
H1 -3.13 1.48 0.00
H2 -1.59 1.31 0.94
H3 -0.85 -2.17 -0.09
H4 3.58 -1.23 0.17
H5 3.10 1.41 -0.17
H6 -1.40 1.41 -0.59

---

No. 3
The following is a quantum chemistry calculation of one molecule with the formula C5H6N2O2 in a non-equilibrium geometry, from the OMol25 dataset.

Calculated values
orbital gap = 9.4568 eV
SMILES = CC(=O)Nc1ncco1
relative energy (zero: lowest compared OMol25 entry of this formula, charge and spin) = 65.8 kcal/mol

Cartesian coordinates (Å):
O1 -0.02 1.71 1.08
O2 -0.72 -1.78 -1.04
N1 0.61 -0.04 -0.28
N2 -1.54 0.05 1.03
C1 0.36 -1.17 -0.98
C2 -1.09 2.06 1.88
C3 -2.02 1.06 1.84
C4 -0.35 0.48 0.62
C5 1.57 -1.63 -1.76
H1 1.25 0.65 -0.62
H2 1.57 -2.42 -2.59
H3 2.47 -1.92 -1.28
H4 -1.06 3.09 2.23
H5 1.75 -0.95 -2.38
H6 -2.78 0.83 2.23

---

No. 4
The following is a quantum chemistry calculation of one molecule with the formula C5H6N2O2 in a non-equilibrium geometry, from the OMol25 dataset.

Calculated values
orbital gap = 10.0823 eV
SMILES = C#C/C(N)=N/CC(=O)O
relative energy (zero: lowest compared OMol25 entry of this formula, charge and spin) = 87.0 kcal/mol

Cartesian coordinates (Å):
O1 0.65 -0.18 -2.61
O2 2.64 -1.21 -2.40
N1 0.13 0.19 -0.31
N2 -0.18 -0.20 2.01
C1 -2.08 0.66 0.66
C2 -0.58 0.22 0.75
C3 1.49 -0.38 -0.31
C4 1.66 -0.64 -1.93
C5 -3.18 1.21 0.55
H1 -0.01 0.36 -2.02
H2 -4.14 1.78 0.38
H3 -0.73 -0.32 2.84
H4 1.53 -1.21 0.50
H5 2.26 0.68 -0.07
H6 0.54 -0.96 1.96

---

No. 5
The following is a quantum chemistry calculation of one molecule with the formula C5H6N2OS in a non-equilibrium geometry, from the OMol25 dataset.

Calculated values
orbital gap = 9.8182 eV
SMILES = NNC(=O)c1ccsc1
relative energy (zero: lowest compared OMol25 entry of this formula, charge and spin) = 49.3 kcal/mol

Cartesian coordinates (Å):
S1 3.02 -0.73 0.21
O1 -1.17 -1.78 -0.36
N1 -1.65 0.45 0.15
N2 -3.05 0.21 0.38
C1 -0.78 -0.59 -0.23
C2 2.70 0.96 -0.10
C3 1.40 -1.29 0.18
C4 0.61 -0.23 -0.16
C5 1.36 1.07 -0.25
H1 -3.57 0.67 -0.55
H2 1.19 -2.34 0.23
H3 3.57 1.55 -0.37
H4 -3.19 -0.95 0.30
H5 -1.16 1.05 0.97
H6 0.73 1.95 -0.39

---

No. 6
The following is a quantum chemistry calculation of one molecule with the formula C5H6N2OS in a non-equilibrium geometry, from the OMol25 dataset.

Calculated values
orbital gap (spin up / spin down) = 6.6528 / 6.6518 eV
relative energy (zero: lowest compared OMol25 entry of this formula, charge and spin) = 115.3 kcal/mol

Cartesian coordinates (Å):
S1 1.53 2.02 2.41
O1 -1.34 0.31 1.06
N1 2.49 0.41 0.39
N2 1.23 -0.52 -1.33
C1 -0.05 -0.44 -0.80
C2 2.43 -0.29 -0.73
C3 -2.66 0.09 0.65
C4 1.77 0.95 1.25
C5 -0.26 0.03 0.39
H1 -2.69 0.48 -0.35
H2 -2.87 -0.98 0.71
H3 -0.81 -0.84 -1.53
H4 3.37 -0.60 -1.24
H5 -3.46 0.46 1.36
H6 1.33 -1.08 -2.24

---

No. 7
The following is a quantum chemistry calculation of a 2-piece molecular cluster, C5H6N2S overall in a non-equilibrium geometry, from the OMol25 dataset.

Calculated values
orbital gap (spin up / spin down) = 7.3259 / 7.3248 eV
relative energy (zero: lowest compared OMol25 entry of this formula, charge and spin) = 100.5 kcal/mol

Cartesian coordinates (Å):
S1 -1.55 3.61 -0.18
N1 -0.20 -0.54 0.25
N2 1.95 -1.20 0.45
C1 -1.21 0.32 0.49
C2 1.38 -1.83 -0.59
C3 0.10 -1.48 -0.76
C4 -0.55 2.39 -0.18
C5 0.93 -0.45 0.89
H1 1.03 0.19 1.78
H2 -1.45 0.67 1.52
H3 1.84 -2.67 -1.05
H4 -1.99 0.27 -0.23
H5 0.31 2.29 -0.83
H6 -0.59 -1.56 -1.56

---

No. 8
The following is a quantum chemistry calculation of one molecule with the formula C5H6N2S in a non-equilibrium geometry, from the OMol25 dataset.

Calculated values
orbital gap = 9.9501 eV
SMILES = N#CCCCN=C=S
relative energy (zero: lowest compared OMol25 entry of this formula, charge and spin) = 43.8 kcal/mol

Cartesian coordinates (Å):
S1 3.06 -3.81 1.39
N1 2.78 -1.36 0.21
N2 -0.51 1.62 -2.63
C1 -0.28 0.65 -2.12
C2 2.13 -0.58 -0.75
C3 2.85 -2.49 0.65
C4 -0.25 -0.75 -1.65
C5 1.12 -1.38 -1.62
H1 1.55 -1.46 -2.60
H2 2.90 -0.12 -1.33
H3 -0.71 -0.68 -0.53
H4 -0.88 -1.21 -2.41
H5 1.52 0.33 -0.21
H6 1.07 -2.31 -1.07

---

No. 9
The following is a quantum chemistry calculation of an isolated ion of composition C5H6N3 and charge +1 in a non-equilibrium geometry, from the OMol25 dataset.

Calculated values
orbital gap = 9.7672 eV
SMILES = N#C[C@H]1CC=NC1=[NH2+]
relative energy (zero: lowest compared OMol25 entry of this formula, charge and spin) = 27.3 kcal/mol
charge = +1

Cartesian coordinates (Å):
N1 -1.17 -0.55 -0.69
N2 3.17 0.52 -0.50
N3 0.22 -2.29 -0.10
C1 -0.07 -1.02 -0.09
C2 -1.22 0.76 -0.71
C3 0.08 1.34 -0.23
C4 2.11 0.16 -0.19
C5 0.76 0.11 0.38
H1 0.87 0.26 1.44
H2 -0.28 -2.94 -0.64
H3 0.80 1.45 -1.03
H4 0.94 -2.76 0.46
H5 0.10 2.27 0.38
H6 -2.10 1.28 -1.04

---

No. 10
The following is a quantum chemistry calculation of an isolated ion of composition C5H6N3O and charge +1 in a non-equilibrium geometry, from the OMol25 dataset.

Calculated values
orbital gap = 9.2373 eV
SMILES = CC[N+](=C=NC=O)C#N
relative energy (zero: lowest compared OMol25 entry of this formula, charge and spin) = 97.2 kcal/mol
charge = +1

Cartesian coordinates (Å):
O1 1.90 2.69 -0.55
N1 0.87 -0.82 2.95
N2 0.34 3.02 1.14
N3 0.47 0.67 0.96
C1 -0.01 0.00 -0.35
C2 0.73 -0.19 2.03
C3 1.58 3.18 0.45
C4 -0.37 -1.45 -0.12
C5 0.12 1.84 1.28
H1 -1.23 -1.33 0.50
H2 -0.75 0.71 -0.94
H3 -0.49 -1.79 -1.11
H4 0.45 -1.89 0.50
H5 0.78 0.17 -1.05
H6 2.21 3.90 1.17

---

No. 11
The following is a quantum chemistry calculation of an isolated ion of composition C5H6N3O and charge +1 in a non-equilibrium geometry, from the OMol25 dataset.

Calculated values
orbital gap = 10.1491 eV
SMILES = C1=[NH+]c2oncc2CN1
relative energy (zero: lowest compared OMol25 entry of this formula, charge and spin) = 42.8 kcal/mol
charge = +1

Cartesian coordinates (Å):
O1 -0.11 -1.93 1.60
N1 0.59 1.38 -0.78
N2 1.68 -0.12 0.66
N3 -1.44 -2.04 1.44
C1 -1.83 -1.27 0.44
C2 0.27 -0.95 0.80
C3 1.59 0.96 -0.08
C4 -0.70 0.65 -1.00
C5 -0.75 -0.51 0.05
H1 -1.58 1.10 -0.85
H2 -0.56 0.50 -2.06
H3 2.52 1.54 -0.26
H4 0.66 2.26 -1.31
H5 -2.88 -1.09 0.20
H6 2.54 -0.47 1.13

---

No. 12
The following is a quantum chemistry calculation of one molecule with the formula C5H6N4 in a non-equilibrium geometry, from the OMol25 dataset.

Calculated values
orbital gap = 8.3867 eV
SMILES = C1=NC2=NN[C@H]3C[C@@]23N1
relative energy (zero: lowest compared OMol25 entry of this formula, charge and spin) = 112.6 kcal/mol

Cartesian coordinates (Å):
N1 0.33 0.05 1.86
N2 1.36 -0.51 1.39
N3 -1.59 1.19 1.10
N4 -0.69 1.25 -0.93
C1 1.34 -0.41 -0.23
C2 -0.60 0.16 1.02
C3 -1.54 1.80 -0.06
C4 -0.09 -0.03 -0.43
C5 0.38 -1.44 -0.86
H1 -2.32 2.41 -0.27
H2 2.26 -0.03 -0.62
H3 0.37 -1.71 -1.92
H4 0.40 -2.40 0.03
H5 1.66 -1.51 1.64
H6 -1.25 1.17 -1.72

---

No. 13
The following is a quantum chemistry calculation of one molecule with the formula C5H6N4O2 in a non-equilibrium geometry, from the OMol25 dataset.

Calculated values
orbital gap = 9.8168 eV
SMILES = Cn1c(=O)n2n(c1=O)CN=C2
relative energy (zero: lowest compared OMol25 entry of this formula, charge and spin) = 35.8 kcal/mol

Cartesian coordinates (Å):
O1 -0.77 1.98 -0.44
O2 -0.50 -2.53 0.17
N1 -0.97 -0.25 -0.26
N2 1.07 0.51 -0.37
N3 3.18 -0.14 0.23
N4 1.13 -0.91 -0.38
C1 2.49 -1.20 0.08
C2 -2.41 -0.27 -0.12
C3 -0.22 0.88 -0.37
C4 2.37 1.06 -0.27
C5 -0.16 -1.37 -0.07
H1 2.57 1.97 0.45
H2 -2.91 0.42 -0.85
H3 -2.78 -0.15 0.88
H4 2.82 -2.16 0.25
H5 -2.86 -1.17 -0.45
H6 2.80 1.61 -1.14

---

No. 14
The following is a quantum chemistry calculation of one molecule with the formula C5H6N4O2S in a non-equilibrium geometry, from the OMol25 dataset.

Calculated values
orbital gap = 8.6653 eV
SMILES = O=C(O)CCc1nnc(S)nn1
relative energy (zero: lowest compared OMol25 entry of this formula, charge and spin) = 63.9 kcal/mol

Cartesian coordinates (Å):
S1 3.86 -1.96 -1.27
O1 -1.44 -0.42 2.65
O2 -1.04 1.69 2.15
N1 1.32 0.72 0.01
N2 2.41 -0.02 -0.12
N3 0.30 -0.48 -1.82
N4 1.39 -1.21 -1.96
C1 2.36 -0.94 -1.08
C2 0.33 0.43 -0.84
C3 -1.86 0.41 0.32
C4 -1.39 0.65 1.79
C5 -0.97 1.24 -0.65
H1 -2.32 -0.83 2.60
H2 -0.69 2.22 -0.22
H3 3.82 -2.86 -0.26
H4 -2.93 0.63 0.21
H5 -1.45 1.39 -1.63
H6 -1.70 -0.67 0.13

---

No. 15
The following is a quantum chemistry calculation of one molecule with the formula C5H6N4O3 in a non-equilibrium geometry, from the OMol25 dataset.

Calculated values
orbital gap (spin up / spin down) = 6.9319 / 6.9312 eV
relative energy (zero: lowest compared OMol25 entry of this formula, charge and spin) = 135.3 kcal/mol

Cartesian coordinates (Å):
O1 -1.82 1.21 -0.83
O2 -0.21 -1.15 -4.00
O3 1.32 0.31 -3.59
N1 -1.35 1.05 -2.09
N2 0.29 -0.24 -3.41
N3 -0.87 0.50 1.24
N4 -0.35 -0.74 -0.55
C1 -0.47 0.20 -2.30
C2 -1.36 0.05 -0.03
C3 0.66 -0.82 0.48
C4 0.33 -0.08 1.53
C5 1.26 0.05 2.68
H1 1.55 -1.56 0.45
H2 0.83 -0.10 3.70
H3 1.63 1.12 2.66
H4 2.10 -0.69 2.58
H5 -1.20 1.44 1.49
H6 -2.33 -0.55 -0.01

---

No. 16
The following is a quantum chemistry calculation of C5H6N5S as an isolated structure in a non-equilibrium geometry, from the OMol25 dataset.

Calculated values
orbital gap (spin up / spin down) = 8.1196 / 8.1182 eV
relative energy (zero: lowest compared OMol25 entry of this formula, charge and spin) = 44.7 kcal/mol
charge = +1

Cartesian coordinates (Å):
S1 0.22 0.09 2.24
N1 -2.25 0.72 1.78
N2 0.89 0.38 0.39
N3 -0.33 1.51 2.67
N4 0.51 -0.75 -0.18
N5 1.64 0.58 -1.60
C1 -1.63 1.64 2.37
C2 0.98 -0.60 -1.39
C3 -1.54 -0.35 1.51
C4 -1.78 -1.49 0.95
C5 1.58 1.19 -0.39
H1 -0.91 -2.10 0.63
H2 1.94 2.18 -0.09
H3 -2.02 2.71 2.65
H4 1.14 -1.54 -2.00
H5 -2.69 -1.69 0.38
H6 1.95 0.91 -2.43

---

No. 17
The following is a quantum chemistry calculation of an isolated ion of composition C5H6NO and charge +1 in a non-equilibrium geometry, from the OMol25 dataset.

Calculated values
orbital gap = 7.7582 eV
relative energy (zero: lowest compared OMol25 entry of this formula, charge and spin) = 140.5 kcal/mol
charge = +1

Cartesian coordinates (Å):
O1 0.81 -0.99 0.48
N1 -0.91 0.08 0.59
C1 -0.45 -1.45 2.55
C2 0.35 1.27 -2.72
C3 0.17 -0.05 -0.37
C4 0.40 0.64 -1.44
C5 -0.27 -0.81 1.26
H1 -0.91 -0.74 3.31
H2 1.10 2.14 -2.73
H3 -0.78 1.50 -2.59
H4 -1.32 -2.09 2.47
H5 0.13 0.66 -3.63
H6 0.48 -2.00 2.99

---

No. 18
The following is a quantum chemistry calculation of an isolated ion of composition C5H6NO and charge +1 in a non-equilibrium geometry, from the OMol25 dataset.

Calculated values
orbital gap = 8.0389 eV
relative energy (zero: lowest compared OMol25 entry of this formula, charge and spin) = 175.0 kcal/mol
charge = +1

Cartesian coordinates (Å):
O1 1.18 -0.11 3.43
N1 0.07 -0.54 3.05
C1 -0.48 -0.48 1.83
C2 -0.37 0.04 0.56
C3 0.12 0.98 -1.87
C4 -0.26 -0.52 -2.03
C5 -0.17 0.17 -0.66
H1 1.14 1.20 -2.13
H2 -0.67 1.61 -2.27
H3 -1.47 -0.81 1.84
H4 0.34 -1.33 -2.24
H5 1.93 0.36 2.77
H6 -1.36 -0.57 -2.29